Molecular formula: C37H68CoNO5S2SbSi
Method: DFT, the ωB97M-V functional and the def2-TZVPD basis

```
! wB97M-V def2-TZVPD RIJCOSX def2/J DEFGRID3
* xyz 1 5
Co 0.718 -0.387 -0.208
C -3.221 0.305 -3.080
C -3.820 0.217 -1.684
C -4.533 -1.116 -1.501
C -4.778 1.372 -1.429
O -2.696 0.318 -0.777
Si -2.574 -0.166 0.775
S -0.661 0.496 1.419
O -3.753 0.566 1.614
C -4.355 0.277 2.895
C -5.253 1.465 3.208
C -5.184 -0.993 2.779
C -3.261 0.137 3.943
O -2.672 -1.773 0.938
C -1.891 -2.959 1.095
C -2.748 -4.094 0.552
C -0.590 -2.866 0.296
C -1.590 -3.157 2.573
H -4.003 0.251 -3.838
H -2.525 -0.522 -3.234
H -2.677 1.241 -3.207
H -5.342 -1.207 -2.226
H -4.961 -1.201 -0.501
H -3.840 -1.946 -1.649
H -5.591 1.353 -2.157
H -4.260 2.327 -1.522
H -5.201 1.308 -0.427
H -5.987 1.604 2.413
H -4.664 2.379 3.301
H -5.786 1.303 4.145
H -5.929 -0.884 1.989
H -5.708 -1.180 3.717
H -4.557 -1.854 2.551
H -2.650 1.041 3.975
H -2.611 -0.711 3.718
H -3.696 -0.021 4.930
H -2.963 -3.938 -0.506
H -3.693 -4.136 1.092
H -2.239 -5.052 0.668
H -0.782 -2.495 -0.713
H -0.112 -3.843 0.228
H 0.123 -2.218 0.832
H -2.518 -3.239 3.139
H -1.013 -2.315 2.960
H -1.014 -4.070 2.725
C -3.931 4.344 0.903
C -2.671 4.841 1.609
C -2.889 4.787 3.120
C -2.340 6.265 1.174
Sb -1.064 3.402 1.134
C -0.324 3.861 -0.871
C 0.431 2.643 -1.398
C 0.575 5.096 -0.868
C -1.530 4.108 -1.776
C 0.580 3.742 2.530
C 0.226 3.048 3.846
C 1.851 3.109 1.967
C 0.805 5.234 2.777
H -4.779 4.958 1.223
H -4.155 3.304 1.152
H -3.858 4.428 -0.181
H -3.781 5.370 3.368
H -2.056 5.213 3.677
H -3.055 3.767 3.475
H -3.165 6.921 1.476
H -2.239 6.356 0.093
H -1.433 6.649 1.639
H 1.269 2.355 -0.753
H 0.844 2.889 -2.383
H -0.248 1.801 -1.533
H 1.496 4.940 -0.309
H 0.072 5.977 -0.467
H 0.857 5.323 -1.902
H -2.225 3.269 -1.753
H -1.177 4.222 -2.807
H -2.069 5.018 -1.517
H 0.084 1.974 3.712
H -0.671 3.460 4.308
H 1.052 3.190 4.548
H 1.741 2.044 1.757
H 2.645 3.209 2.715
H 2.198 3.600 1.057
H -0.050 5.707 3.259
H 1.036 5.783 1.864
H 1.658 5.347 3.453
C 11.408 2.403 -1.086
C 9.963 2.023 -0.898
O 9.094 2.272 -1.685
S 9.678 1.151 0.640
C 7.945 0.814 0.513
C 7.513 -0.501 0.396
C 6.161 -0.783 0.306
C 5.225 0.252 0.321
C 5.669 1.572 0.442
C 7.018 1.850 0.545
C 3.825 -0.024 0.195
C 2.634 -0.224 0.055
H 11.765 1.938 -2.005
H 12.034 2.093 -0.252
H 11.465 3.484 -1.209
H 8.239 -1.303 0.367
H 5.822 -1.807 0.218
H 4.944 2.376 0.453
H 7.359 2.872 0.637
C 1.711 -1.494 -5.252
N 1.557 -0.916 -3.925
C 2.680 -0.127 -3.427
C 0.464 -1.127 -3.219
O 0.228 -0.661 -2.089
H 2.537 -2.205 -5.258
H 1.921 -0.703 -5.971
H 0.795 -2.003 -5.545
H 3.583 -0.737 -3.453
H 2.508 0.186 -2.403
H 2.824 0.743 -4.069
H -0.291 -1.742 -3.718
*
```

Results
**Lowest unoccupied orbital energy (spin up / spin down)**: -1.639 / -3.795 eV
**Gap between HOMO and LUMO (spin up / spin down)**: 8.02 / 6.42 eV
**Energy**: -124911.31302 eV
**Energy above the lowest of the compared OMol25 structures with the same formula, charge and spin**: 0.0 kJ/mol



Molecular formula: C37H69FN8O6
Method: DFT, the ωB97M-V functional and the def2-TZVPD basis

```
! wB97M-V def2-TZVPD RIJCOSX def2/J DEFGRID3
* xyz 0 1
C 1.311 0.231 1.389
C 2.329 1.395 1.764
C 1.747 2.832 1.353
C 1.682 2.958 -0.216
C 0.576 3.953 -0.770
C -0.831 3.481 -0.228
N -1.285 4.092 0.902
C -2.512 3.595 1.349
C -3.064 4.183 2.621
C -4.309 3.721 3.214
C -5.039 2.601 2.507
C -6.368 2.003 3.079
C -6.232 0.456 3.425
C -4.819 0.045 4.022
C -4.519 2.039 1.250
C -3.222 2.518 0.636
N -2.823 1.894 -0.545
C -1.623 2.414 -0.927
C -1.008 1.812 -2.256
C -1.792 0.533 -2.734
C -1.629 -0.687 -1.729
F -1.106 -1.813 -2.459
H 1.508 -0.690 2.017
H 0.242 0.526 1.623
H 1.364 -0.055 0.304
H 3.360 1.219 1.360
H 2.359 1.414 2.899
H 2.411 3.627 1.813
H 0.758 2.915 1.876
H 2.683 3.381 -0.549
H 1.580 1.965 -0.730
H 0.594 3.914 -1.897
H 0.770 5.012 -0.422
H -2.480 4.999 3.126
H -4.660 4.207 4.154
H -7.138 2.075 2.254
H -6.674 2.607 3.986
H -7.010 0.151 4.188
H -6.352 -0.124 2.459
H -4.103 -0.314 3.223
H -4.996 -0.866 4.675
H -4.343 0.826 4.672
H -5.136 1.233 0.768
H -1.081 2.603 -3.068
H 0.095 1.612 -2.140
H -1.327 0.216 -3.716
H -2.883 0.737 -2.936
H -0.985 -0.445 -0.843
H -2.665 -0.973 -1.385
C 0.196 -1.167 -7.764
C 1.194 -1.060 -6.640
O 2.168 -0.324 -6.701
N 0.982 -1.815 -5.529
C -0.103 -2.737 -5.256
H 0.498 -0.509 -8.577
H 0.164 -2.191 -8.142
H -0.794 -0.861 -7.420
H 1.693 -1.693 -4.823
H -0.613 -2.398 -4.355
H 0.320 -3.727 -5.076
H -0.814 -2.792 -6.077
C 4.924 -1.878 0.632
C 5.593 -0.542 0.799
O 5.360 0.399 0.049
N 6.477 -0.397 1.819
C 6.883 -1.380 2.803
H 4.249 -1.836 -0.221
H 5.669 -2.652 0.444
H 4.339 -2.123 1.522
H 6.883 0.525 1.866
H 6.643 -0.996 3.798
H 7.962 -1.521 2.728
H 6.384 -2.335 2.658
C 7.162 -2.426 -4.353
C 6.565 -2.028 -3.027
O 6.930 -2.526 -1.970
N 5.591 -1.083 -3.027
C 5.017 -0.376 -4.154
H 7.924 -3.187 -4.190
H 6.390 -2.842 -5.003
H 7.630 -1.563 -4.829
H 5.243 -0.867 -2.101
H 5.178 0.693 -4.008
H 3.944 -0.576 -4.175
H 5.457 -0.680 -5.100
C -5.120 -4.282 1.460
C -4.184 -3.979 2.599
O -4.517 -4.107 3.767
N -2.931 -3.547 2.288
C -2.357 -3.334 0.976
H -6.078 -4.612 1.858
H -5.285 -3.382 0.863
H -4.711 -5.080 0.837
H -2.359 -3.359 3.098
H -1.474 -3.970 0.879
H -2.055 -2.288 0.899
H -3.056 -3.566 0.176
C -8.991 -2.078 0.244
C -7.585 -1.777 -0.204
O -6.735 -1.350 0.566
N -7.275 -1.995 -1.510
C -8.135 -2.491 -2.565
H -9.086 -1.855 1.305
H -9.702 -1.457 -0.305
H -9.217 -3.135 0.090
H -6.317 -1.771 -1.738
H -7.698 -3.408 -2.966
H -8.179 -1.742 -3.358
H -9.141 -2.699 -2.211
C 7.118 4.404 5.349
C 7.580 2.984 5.147
O 8.450 2.479 5.839
N 6.993 2.262 4.152
C 5.952 2.680 3.232
H 7.674 4.849 6.172
H 7.303 4.993 4.448
H 6.056 4.422 5.600
H 7.351 1.322 4.076
H 5.094 2.016 3.358
H 6.333 2.584 2.213
H 5.640 3.707 3.404
*
```

Results
**Lowest unoccupied orbital energy**: -0.282 eV
**Gap between HOMO and LUMO**: 8.11 eV
**Energy**: -66411.92496 eV
**Energy above the lowest of the compared OMol25 structures with the same formula, charge and spin**: 292.9 kJ/mol
**Structure (SMILES)**: CCCCCc1nc2ccc(CCC)cc2nc1CCCF.CNC(C)=O.CNC(C)=O.CNC(C)=O.CNC(C)=O.CNC(C)=O.CNC(C)=O



Molecular formula: C37H70BN2O22
Method: DFT, the ωB97M-V functional and the def2-TZVPD basis

```
! wB97M-V def2-TZVPD RIJCOSX def2/J DEFGRID3
* xyz -1 1
C 3.213 5.424 -0.969
N 2.072 4.592 -1.302
C 1.339 5.026 -2.483
C 1.780 4.423 -3.856
O 1.906 5.542 -4.759
O 0.807 3.602 -4.379
B 1.155 2.138 -4.152
C 1.140 1.251 -5.538
C 2.363 0.335 -5.631
C 2.248 -0.753 -6.708
C 2.170 -0.138 -8.109
C 3.492 -1.650 -6.642
C 0.131 1.550 -3.012
C -0.998 0.777 -3.288
C -1.827 0.339 -2.268
N -1.646 0.605 -0.975
C -0.574 1.353 -0.706
C 0.315 1.821 -1.655
O 2.540 2.250 -3.572
C 3.044 3.540 -3.812
C 3.972 3.652 -5.031
C 3.378 3.639 -6.453
C 3.735 4.844 -7.345
C 2.529 5.663 -7.815
O 1.472 4.834 -8.251
C 0.256 4.973 -7.545
H 3.734 5.716 -1.879
H 2.943 6.328 -0.407
H 3.929 4.860 -0.366
H 1.460 4.486 -0.508
H 0.277 4.811 -2.377
H 1.431 6.117 -2.581
H 2.796 5.891 -4.644
H 1.092 1.870 -6.438
H 0.271 0.585 -5.604
H 2.482 -0.180 -4.673
H 3.269 0.900 -5.861
H 1.370 -1.376 -6.511
H 1.168 0.201 -8.364
H 2.864 0.702 -8.169
H 2.480 -0.870 -8.860
H 3.424 -2.504 -7.316
H 3.680 -1.991 -5.622
H 4.364 -1.057 -6.934
H -1.253 0.518 -4.306
H -2.693 -0.270 -2.516
H -0.411 1.592 0.341
H 1.178 2.393 -1.340
H 3.680 3.761 -2.948
H 4.549 4.578 -4.894
H 4.700 2.844 -4.936
H 3.747 2.743 -6.954
H 2.301 3.535 -6.424
H 4.396 5.521 -6.793
H 4.285 4.526 -8.232
H 2.200 6.355 -7.039
H 2.839 6.277 -8.670
H 0.081 6.009 -7.238
H 0.229 4.357 -6.643
H -0.556 4.673 -8.208
C -7.905 2.163 2.576
O -7.391 1.231 1.622
C -6.066 1.305 1.448
O -5.333 2.061 2.034
O -5.704 0.398 0.559
C -4.282 0.367 0.269
H -8.977 1.990 2.612
H -7.466 1.990 3.557
H -7.704 3.185 2.260
H -3.721 0.131 1.169
H -3.959 1.317 -0.138
H -4.140 -0.414 -0.467
C 4.663 -1.100 -2.264
O 5.809 -1.770 -2.816
C 6.307 -2.738 -2.068
O 5.901 -3.098 -0.990
O 7.356 -3.269 -2.703
C 7.988 -4.337 -1.995
H 4.372 -0.341 -2.986
H 3.843 -1.801 -2.123
H 4.917 -0.627 -1.318
H 7.292 -5.159 -1.836
H 8.368 -3.991 -1.035
H 8.810 -4.663 -2.624
C -6.167 -1.697 2.774
O -6.407 -2.098 4.130
C -5.303 -2.208 4.863
O -4.179 -2.008 4.486
O -5.655 -2.571 6.099
C -4.555 -2.698 7.003
H -7.137 -1.612 2.296
H -5.663 -0.737 2.758
H -5.562 -2.438 2.254
H -4.029 -1.751 7.115
H -3.860 -3.463 6.661
H -4.980 -2.996 7.957
C -2.156 2.044 8.503
O -1.741 2.150 7.143
C -2.733 2.008 6.255
O -3.888 1.808 6.538
O -2.225 2.122 5.040
C -3.183 1.994 3.974
H -1.257 2.178 9.099
H -2.882 2.817 8.747
H -2.587 1.064 8.700
H -3.933 2.776 4.030
H -3.660 1.017 4.015
H -2.622 2.090 3.050
C 4.680 -6.996 5.050
O 4.068 -5.972 4.269
C 4.694 -5.716 3.113
O 5.688 -6.278 2.727
O 4.035 -4.756 2.486
C 4.599 -4.368 1.219
H 4.071 -7.091 5.944
H 4.692 -7.940 4.507
H 5.697 -6.719 5.321
H 4.606 -5.216 0.538
H 5.606 -3.987 1.345
H 3.960 -3.585 0.828
C -5.772 -6.975 12.708
O -6.713 -6.951 11.631
C -6.286 -6.297 10.550
O -5.218 -5.756 10.433
O -7.244 -6.345 9.628
C -6.910 -5.681 8.404
H -6.251 -7.533 13.507
H -4.854 -7.473 12.404
H -5.547 -5.964 13.043
H -6.039 -6.140 7.942
H -6.722 -4.624 8.582
H -7.772 -5.792 7.754
*
```

Results
**Lowest unoccupied orbital energy**: 1.719 eV
**Gap between HOMO and LUMO**: 7.00 eV
**Energy**: -88209.39730 eV



Molecular formula: C37H70Cl2NO8SSi
Method: DFT, the ωB97M-V functional and the def2-TZVPD basis

```
! wB97M-V def2-TZVPD RIJCOSX def2/J DEFGRID3
* xyz 1 1
C 6.810 2.030 3.275
C 7.088 1.103 2.071
C 7.254 1.834 0.720
C 6.171 1.457 -0.297
C 4.740 1.673 0.229
C 3.858 0.415 0.142
C 2.665 0.454 1.102
C 1.461 -0.353 0.601
C 0.111 0.227 1.019
C -1.035 -0.372 0.165
C -2.347 -0.582 0.868
C -2.553 -1.744 1.634
Si -1.290 -3.171 1.942
C 0.129 -2.605 3.041
C -0.685 -3.968 0.361
C -2.177 -4.502 2.914
C -3.800 -1.907 2.236
C -4.761 -0.954 2.121
N -4.543 0.168 1.416
C -5.659 1.147 1.403
Cl -7.053 0.338 0.619
C -6.010 1.664 2.786
C -7.225 2.590 2.717
C -3.358 0.372 0.765
C -3.163 1.632 -0.034
C -2.322 2.726 0.684
C -2.178 2.552 2.194
C -1.429 3.747 2.806
S -0.110 3.289 3.930
O 1.017 2.917 3.130
O 0.020 4.275 4.949
Cl -0.825 1.608 4.841
H 7.011 3.072 3.027
H 7.447 1.776 4.122
H 5.775 1.964 3.608
H 7.969 0.497 2.279
H 6.239 0.421 1.991
H 7.232 2.916 0.855
H 8.219 1.541 0.299
H 6.307 2.069 -1.194
H 6.295 0.419 -0.615
H 4.738 2.026 1.262
H 4.249 2.436 -0.380
H 4.464 -0.479 0.315
H 3.501 0.329 -0.891
H 2.379 1.483 1.327
H 2.998 -0.006 2.037
H 1.538 -1.400 0.901
H 1.474 -0.357 -0.496
H -0.077 0.097 2.086
H 0.170 1.304 0.843
H -0.683 -1.322 -0.237
H -1.155 0.274 -0.704
H 1.100 -2.742 2.567
H 0.015 -1.575 3.382
H 0.121 -3.225 3.940
H -0.601 -3.312 -0.502
H -1.388 -4.756 0.080
H 0.267 -4.453 0.578
H -1.424 -5.194 3.296
H -2.732 -4.125 3.774
H -2.859 -5.084 2.291
H -4.036 -2.778 2.828
H -5.730 -1.066 2.582
H -5.431 1.988 0.767
H -6.162 0.836 3.478
H -5.146 2.239 3.127
H -7.195 3.085 1.746
H -7.161 3.350 3.491
H -8.153 2.028 2.787
H -2.641 1.378 -0.954
H -4.103 2.067 -0.349
H -2.773 3.699 0.479
H -1.320 2.754 0.251
H -3.144 2.456 2.683
H -1.585 1.658 2.378
H -0.878 4.277 2.029
H -2.074 4.426 3.358
O 0.640 -6.938 -1.561
C 0.639 -6.296 -2.574
O -0.545 -5.836 -3.043
C -0.635 -4.918 -4.135
C -0.618 -5.618 -5.477
C 1.904 -6.045 -3.360
H 0.142 -4.156 -4.062
H -1.590 -4.414 -3.990
H 0.321 -6.143 -5.643
H -0.754 -4.895 -6.283
H -1.423 -6.351 -5.527
H 2.091 -6.897 -4.012
H 2.722 -5.957 -2.651
H 1.892 -5.137 -3.956
O -6.028 4.529 0.612
C -6.151 5.203 -0.385
O -7.272 5.903 -0.531
C -7.474 6.869 -1.579
C -7.973 6.227 -2.855
C -5.109 5.208 -1.479
H -6.568 7.455 -1.734
H -8.224 7.546 -1.178
H -7.245 5.530 -3.270
H -8.177 6.993 -3.603
H -8.892 5.674 -2.663
H -5.301 4.364 -2.142
H -4.133 5.081 -1.017
H -5.087 6.118 -2.070
O 4.506 -3.546 -2.668
C 5.537 -3.077 -3.073
O 6.511 -3.917 -3.460
C 7.712 -3.472 -4.104
C 8.771 -3.050 -3.108
C 5.789 -1.587 -3.072
H 7.491 -2.688 -4.828
H 8.053 -4.337 -4.670
H 8.449 -2.193 -2.516
H 9.691 -2.781 -3.628
H 8.986 -3.867 -2.420
H 6.137 -1.301 -2.080
H 4.846 -1.083 -3.269
H 6.507 -1.248 -3.813
*
```

Results
**Lowest unoccupied orbital energy**: -3.555 eV
**Gap between HOMO and LUMO**: 7.99 eV
**Energy**: -101127.95359 eV



Largest force on an atom, respectively: 0.3, 4.4, 0.9, 0.9 eV/Å.